{
  "formula": "C8H6F5P",
  "method": "the ωB97M-V functional and the def2-TZVPD basis",
  "species": ["F", "C", "F", "F", "C", "C", "C", "C", "C", "C", "F", "F", "P", "C", "H", "H", "H", "H", "H", "H"],
  "coordinates": [[-3.551, 1.221, 0.490], [-2.987, 0.475, -0.499], [-3.880, -0.509, -0.796], [-2.882, 1.269, -1.595], [-1.660, -0.088, -0.080], [-1.631, -1.233, 0.714], [-0.411, -1.744, 1.123], [0.775, -1.115, 0.755], [0.742, 0.028, -0.032], [1.981, 0.762, -0.489], [2.088, 0.612, -1.854], [1.771, 2.114, -0.277], [3.590, 0.289, 0.369], [-0.485, 0.542, -0.452], [-2.555, -1.715, 1.003], [-0.373, -2.634, 1.735], [1.719, -1.524, 1.089], [3.909, 1.621, 0.670], [4.353, 0.197, -0.807], [-0.512, 1.432, -1.066]],
  "homo_energy_ha": -0.3762,
  "total_charge": 0,
  "smiles": "FC(F)(F)c1cccc(C(F)(F)P)c1",
  "gap_ev": 10.78
}

{
  "formula": "C8H6LuN2O5",
  "method": "the ωB97M-V functional and the def2-TZVPD basis",
  "species": ["O", "C", "Lu", "O", "C", "C", "O", "C", "O", "C", "O", "C", "N", "C", "C", "N", "H", "H", "H", "H", "H", "H"],
  "coordinates": [[0.708, -3.415, 2.716], [0.524, -2.520, 2.035], [-0.093, 0.531, -0.236], [0.075, -2.378, -2.511], [0.021, -1.466, -1.814], [-0.464, 2.087, -1.993], [-0.643, 2.789, -2.905], [2.303, 0.340, -0.398], [3.445, 0.211, -0.448], [-2.345, -0.273, 0.044], [-3.408, -0.688, 0.200], [-1.225, 4.077, 3.836], [-0.083, 3.171, 3.576], [1.037, 3.373, 4.523], [-0.055, 2.319, 2.605], [-0.055, 1.603, 1.654], [-0.908, 4.661, 4.709], [-2.140, 3.517, 4.072], [-1.415, 4.751, 2.988], [1.242, 2.464, 5.104], [1.953, 3.695, 4.008], [0.684, 4.172, 5.188]],
  "homo_energy_ha": -0.7503,
  "total_charge": 3,
  "gap_ev": 6.70
}

{
  "formula": "C8H6N2O4Pr",
  "method": "the ωB97M-V functional and the def2-TZVPD basis",
  "species": ["Pr", "O", "C", "C", "O", "C", "O", "C", "O", "C", "N", "C", "C", "N", "C", "H", "H", "H", "H", "H", "H"],
  "coordinates": [[0.638, -0.289, 0.107], [3.267, -2.445, -1.053], [2.408, -1.790, -0.763], [-1.574, -0.756, 1.052], [-2.409, -1.180, 1.690], [-0.069, 1.947, -0.598], [-0.059, 3.043, -0.887], [-0.960, -0.485, -1.669], [-1.500, -0.786, -2.653], [2.552, 1.714, 5.129], [1.615, 1.566, 4.040], [0.376, 2.212, 3.986], [-0.230, 1.827, 2.805], [0.665, 0.969, 2.201], [1.771, 0.808, 2.934], [2.838, 2.767, 5.235], [2.087, 1.395, 6.069], [3.446, 1.115, 4.947], [0.001, 2.869, 4.729], [-1.187, 2.096, 2.383], [2.636, 0.183, 2.682]],
  "homo_energy_ha": [-0.7368, -0.7369],
  "total_charge": 3,
  "relative_energy_kcal_mol": 29.6,
  "gap_ev": [6.06, 6.12],
  "multiplicity": 3
}

{
  "formula": "C8H6O2S2",
  "method": "the ωB97M-V functional and the def2-TZVPD basis",
  "species": ["C", "C", "C", "C", "C", "C", "C", "C", "O", "O", "S", "S", "H", "H", "H", "H", "H", "H"],
  "coordinates": [[0.424, -2.068, -0.672], [0.979, -0.805, -1.025], [-0.848, -2.048, -0.070], [0.318, 0.386, -0.849], [-1.606, -0.848, -0.205], [-1.031, 0.401, -0.511], [-2.974, -1.073, 0.119], [-1.918, 2.251, 1.212], [-3.338, -2.012, 0.770], [1.129, 1.547, -0.927], [-4.030, 0.115, -0.659], [-2.211, 1.748, -0.285], [1.218, -2.808, -0.737], [1.966, -0.770, -1.317], [-1.522, -2.970, 0.051], [2.013, 1.354, -0.775], [-2.468, 3.073, 1.661], [-1.456, 1.600, 2.085]],
  "homo_energy_ha": -0.3079,
  "total_charge": 0,
  "relative_energy_kcal_mol": 13.1,
  "gap_ev": 7.79
}

{
  "formula": "C8H74N2O33S2",
  "method": "the ωB97M-V functional and the def2-TZVPD basis",
  "species": ["C", "C", "S", "C", "C", "N", "O", "S", "O", "O", "O", "C", "C", "C", "O", "C", "N", "H", "H", "H", "H", "H", "H", "H", "H", "H", "H", "H", "H", "H", "H", "H", "H", "H", "H", "O", "H", "H", "O", "H", "H", "O", "H", "H", "O", "H", "H", "O", "H", "H", "O", "H", "H", "O", "H", "H", "O", "H", "H", "O", "H", "H", "O", "H", "H", "O", "H", "H", "O", "H", "H", "O", "H", "H", "O", "H", "H", "O", "H", "H", "O", "H", "H", "O", "H", "H", "O", "H", "H", "O", "H", "H", "O", "H", "H", "O", "H", "H", "O", "H", "H", "O", "H", "H", "O", "H", "H", "O", "H", "H", "O", "H", "H", "O", "H", "H", "O", "H", "H"],
  "coordinates": [[-1.733, -3.894, 2.990], [-0.312, -3.440, 3.189], [0.581, -2.962, 1.690], [-0.626, -1.850, 0.935], [0.069, -0.740, 0.197], [1.087, -1.245, -0.659], [-0.977, -0.086, -0.627], [-1.717, 0.983, 0.295], [-3.007, 0.483, 0.537], [-1.627, 2.231, -0.332], [-0.842, 0.882, 1.581], [0.441, 0.476, 1.017], [1.654, 0.477, 1.869], [1.699, 1.476, 3.019], [1.115, 0.942, 4.200], [1.081, 2.838, 2.771], [2.105, 3.904, 2.859], [-1.721, -4.915, 2.683], [-2.223, -3.861, 3.951], [-2.340, -3.296, 2.333], [0.199, -4.258, 3.661], [-0.273, -2.592, 3.852], [-1.234, -2.381, 0.222], [-1.278, -1.469, 1.701], [1.913, -1.450, -0.109], [1.364, -0.511, -1.305], [0.651, 1.213, 0.249], [2.462, 0.617, 1.181], [1.790, -0.499, 2.313], [2.744, 1.665, 3.228], [1.430, 0.037, 4.298], [0.542, 2.902, 1.837], [0.377, 3.021, 3.564], [1.601, 4.768, 3.017], [2.494, 4.052, 1.935], [-3.097, 4.642, -1.311], [-2.432, 3.989, -1.076], [-3.496, 4.887, -0.466], [2.949, 1.801, -0.625], [3.908, 1.910, -0.569], [2.671, 2.417, -1.329], [-2.920, 1.611, -3.591], [-3.009, 2.428, -3.080], [-2.208, 1.137, -3.143], [1.996, -5.110, 4.200], [2.362, -5.653, 3.490], [2.358, -5.512, 4.997], [1.598, 4.507, 6.004], [1.970, 3.973, 5.284], [1.762, 3.983, 6.797], [2.325, 3.653, -3.096], [1.640, 4.109, -3.600], [2.817, 3.167, -3.768], [0.758, 1.555, -4.186], [-0.101, 1.748, -4.597], [0.694, 1.948, -3.308], [1.265, 0.883, -7.353], [0.415, 1.052, -7.772], [1.188, 1.263, -6.470], [-1.331, 3.254, 5.491], [-1.179, 2.493, 4.922], [-0.435, 3.563, 5.698], [-5.124, 5.021, 1.498], [-4.613, 4.644, 2.223], [-5.735, 4.318, 1.252], [-2.435, -1.470, -4.969], [-2.539, -0.664, -4.451], [-1.701, -1.929, -4.546], [-4.884, -0.118, -6.726], [-4.933, 0.687, -6.196], [-4.135, -0.600, -6.354], [-3.903, -0.924, -2.627], [-4.697, -0.735, -3.149], [-4.066, -0.487, -1.782], [-1.385, -6.957, 3.468], [-1.610, -7.511, 4.223], [-1.255, -7.572, 2.737], [3.269, -1.129, 4.554], [3.508, -1.884, 4.004], [4.109, -0.726, 4.800], [1.829, 5.511, -0.656], [1.166, 5.957, -1.197], [2.423, 5.113, -1.313], [4.338, 5.915, -2.387], [4.200, 6.691, -1.833], [5.150, 5.524, -2.048], [-1.213, 3.410, -5.385], [-2.165, 3.328, -5.254], [-1.101, 3.774, -6.269], [5.531, 1.266, -1.744], [6.444, 0.969, -1.805], [5.069, 0.770, -2.434], [-0.242, 6.440, 1.316], [-0.948, 6.872, 0.825], [0.357, 6.065, 0.657], [3.366, -7.599, 4.020], [4.011, -7.885, 4.677], [2.822, -8.386, 3.855], [-3.387, 2.529, 3.147], [-3.017, 1.965, 2.470], [-3.193, 2.073, 3.972], [4.799, -1.075, -3.592], [5.705, -1.393, -3.669], [4.320, -1.541, -4.285], [-2.229, -3.499, -7.272], [-3.160, -3.596, -7.498], [-2.207, -2.758, -6.654], [-6.680, -0.675, -4.591], [-7.480, -1.202, -4.682], [-6.401, -0.465, -5.497], [6.045, -8.181, 2.487], [5.113, -8.078, 2.717], [6.487, -7.437, 2.908], [-5.244, -3.649, -1.629], [-5.887, -2.971, -1.398], [-4.649, -3.196, -2.240], [1.085, -8.702, 4.077], [0.242, -9.152, 3.971], [0.871, -7.909, 4.585]],
  "homo_energy_ha": -0.3161,
  "total_charge": 0,
  "gap_ev": 8.32
}

{
  "formula": "C8H7AuNO6",
  "method": "the ωB97M-V functional and the def2-TZVPD basis",
  "species": ["O", "C", "Au", "O", "C", "C", "O", "C", "O", "C", "O", "C", "N", "C", "C", "O", "H", "H", "H", "H", "H", "H", "H"],
  "coordinates": [[0.214, 4.011, -1.734], [0.189, 2.987, -2.226], [0.215, -0.128, -2.554], [0.175, 0.282, -5.681], [0.159, 0.286, -4.538], [0.251, -2.342, -2.303], [0.207, -3.365, -1.805], [-1.768, 0.218, -2.172], [-2.852, 0.341, -1.829], [2.210, 0.249, -2.231], [3.296, 0.328, -1.855], [0.542, 0.851, 2.789], [-0.216, -0.269, 2.273], [-0.828, -1.239, 3.172], [-0.322, -0.363, 0.950], [0.166, 0.471, 0.154], [0.500, 0.771, 3.869], [0.093, 1.795, 2.450], [1.582, 0.790, 2.436], [-1.911, -1.281, 3.025], [-0.418, -2.240, 3.014], [-0.605, -0.905, 4.177], [-0.880, -1.249, 0.620]],
  "homo_energy_ha": [-0.8246, -0.8320],
  "total_charge": 3,
  "gap_ev": [10.46, 7.08],
  "multiplicity": 3
}

{
  "formula": "C8H7BrClNO2S",
  "method": "the ωB97M-V functional and the def2-TZVPD basis",
  "species": ["C", "C", "C", "Br", "C", "S", "C", "C", "C", "Cl", "C", "N", "O", "O", "H", "H", "H", "H", "H", "H", "H"],
  "coordinates": [[3.192, -0.929, 0.120], [2.384, 0.066, -0.231], [0.865, -0.125, -0.290], [0.274, -2.150, -0.475], [0.476, 0.263, 1.066], [0.249, 1.866, 1.479], [0.462, 0.608, -1.498], [-0.810, 0.709, -1.915], [-1.967, 0.451, -1.041], [-3.481, 0.916, -1.840], [-1.980, -0.116, 0.146], [-2.576, -0.576, 1.179], [-2.868, -1.733, 1.380], [-2.884, 0.310, 2.334], [4.193, -0.810, 0.273], [2.957, -1.989, 0.246], [2.831, 1.008, -0.202], [0.723, -0.571, 1.718], [1.223, 0.818, -2.101], [-1.191, 1.137, -2.815], [-2.073, 0.849, 2.468]],
  "homo_energy_ha": [-0.3451, -0.3451],
  "total_charge": 0,
  "relative_energy_kcal_mol": 68.8,
  "smiles": "C=C[C@@](Br)(C=S)/C=C\\C(Cl)=C=[N+]([O-])O",
  "gap_ev": [7.95, 7.95]
}

{
  "formula": "C8H7Cl2O3",
  "method": "the ωB97M-V functional and the def2-TZVPD basis",
  "species": ["C", "C", "C", "C", "C", "C", "C", "C", "O", "O", "O", "Cl", "Cl", "H", "H", "H", "H", "H", "H", "H"],
  "coordinates": [[2.725, 0.048, -1.126], [2.015, 0.838, -0.250], [2.165, -1.052, -1.765], [0.655, 0.622, 0.095], [-1.665, 3.384, 2.086], [0.869, -1.399, -1.618], [-0.038, -0.331, -0.597], [-2.300, 0.150, -0.036], [-1.956, 3.086, 1.008], [-1.357, 4.094, 2.937], [-1.351, -0.662, -0.761], [0.149, -2.729, -2.269], [-1.693, 1.446, 3.192], [3.674, 0.431, -1.695], [2.527, 1.722, 0.379], [2.778, -1.641, -2.452], [0.062, 1.423, 0.672], [-2.612, 0.946, -0.793], [-1.879, 0.634, 0.880], [-3.165, -0.501, 0.293]],
  "homo_energy_ha": -0.1863,
  "total_charge": -1,
  "relative_energy_kcal_mol": 0.0,
  "gap_ev": 7.97
}

{
  "formula": "C8H7ClNO2S",
  "method": "the ωB97M-V functional and the def2-TZVPD basis",
  "species": ["C", "C", "C", "C", "C", "C", "C", "C", "N", "O", "O", "S", "Cl", "H", "H", "H", "H", "H", "H", "H"],
  "coordinates": [[0.771, -1.889, -1.768], [0.365, -2.267, -0.492], [0.473, -0.580, -2.084], [-0.084, -1.321, 0.415], [-0.122, 0.279, -1.210], [-0.300, -0.028, 0.150], [-1.418, 1.791, 1.518], [0.538, 3.031, 2.566], [-0.497, 0.974, 1.073], [1.817, 2.167, 0.299], [2.009, 2.868, 2.759], [1.358, 1.721, 1.567], [-2.928, 1.999, 0.561], [1.274, -2.367, -2.481], [0.464, -3.210, -0.032], [0.734, -0.354, -3.071], [-0.317, -1.776, 1.393], [-0.354, 1.220, -1.557], [0.389, 3.977, 2.150], [0.023, 2.641, 3.418]],
  "homo_energy_ha": -0.1403,
  "total_charge": -1,
  "gap_ev": 7.25
}

{
  "formula": "C8H7F2NO3S",
  "method": "the ωB97M-V functional and the def2-TZVPD basis",
  "species": ["C", "C", "C", "C", "C", "C", "C", "C", "N", "O", "O", "O", "F", "F", "S", "H", "H", "H", "H", "H", "H", "H"],
  "coordinates": [[1.761, 1.276, 1.076], [0.685, 1.803, 1.895], [1.438, 0.272, 0.321], [-0.666, -2.635, -0.182], [0.070, -1.531, -0.479], [-0.570, 1.641, 1.658], [0.241, 0.216, -2.119], [-0.040, -1.041, -1.891], [1.035, -0.879, 0.341], [1.509, -1.443, 1.450], [3.545, -2.932, 0.195], [4.797, -1.219, 1.379], [-1.467, 2.233, 2.532], [0.320, 0.677, -3.402], [3.556, -1.570, 0.731], [2.794, 1.682, 1.084], [0.990, 2.290, 2.741], [-0.578, -3.074, 0.840], [-1.330, -3.097, -0.900], [-1.164, 1.119, 1.025], [0.529, 0.878, -1.417], [-0.342, -1.896, -2.459]],
  "homo_energy_ha": -0.3548,
  "total_charge": 0,
  "relative_energy_kcal_mol": 35.1,
  "gap_ev": 8.70
}

{
  "formula": "C8H7F3NO2",
  "method": "the ωB97M-V functional and the def2-TZVPD basis",
  "species": ["C", "C", "C", "O", "O", "N", "C", "C", "C", "C", "C", "F", "F", "F", "H", "H", "H", "H", "H", "H", "H"],
  "coordinates": [[0.241, 0.860, -1.825], [0.414, -0.183, -0.762], [2.106, -0.913, -0.698], [2.026, -2.086, -0.651], [2.891, -0.084, -0.665], [0.007, 0.280, 0.548], [0.272, -0.335, 1.738], [-0.480, 0.237, 2.719], [-1.230, 1.285, 2.123], [-0.938, 1.299, 0.758], [-0.535, -1.294, -1.175], [-0.827, -2.168, -0.187], [-1.731, -0.840, -1.604], [-0.135, -2.041, -2.262], [0.893, 1.689, -1.362], [-0.739, 1.273, -1.824], [0.708, 0.581, -2.772], [0.968, -1.264, 1.687], [-0.563, -0.079, 3.751], [-2.044, 1.908, 2.534], [-1.305, 1.875, -0.070]],
  "homo_energy_ha": -0.1594,
  "total_charge": -1,
  "relative_energy_kcal_mol": 0.0,
  "smiles": "C[C@@](C(=O)[O-])(n1cccc1)C(F)(F)F",
  "gap_ev": 8.06
}

{
  "formula": "C8H7N2PS",
  "method": "the ωB97M-V functional and the def2-TZVPD basis",
  "species": ["S", "P", "C", "C", "C", "C", "N", "C", "C", "N", "C", "C", "H", "H", "H", "H", "H", "H", "H"],
  "coordinates": [[-1.894, 1.679, -4.083], [-0.181, 1.769, -3.132], [-0.295, 0.681, -1.599], [-1.304, -0.507, -1.458], [-1.306, -1.382, -0.186], [-0.324, -1.069, 1.019], [-0.399, -1.944, 2.158], [0.504, -1.552, 3.188], [1.459, -0.331, 3.069], [1.596, 0.530, 1.942], [0.663, 0.117, 0.928], [0.656, 0.964, -0.415], [0.889, 1.368, -4.004], [-0.033, 3.131, -2.681], [-2.054, -0.755, -2.281], [-2.022, -2.277, -0.084], [0.511, -2.157, 4.168], [2.147, -0.116, 3.970], [1.387, 1.852, -0.518]],
  "homo_energy_ha": -0.3200,
  "total_charge": 0,
  "relative_energy_kcal_mol": 0.0,
  "smiles": "S=[PH2]c1ccc2nccnc2c1",
  "gap_ev": 7.38
}

What did the third record say?
{
  "formula": "C8H6N2O4Pr",
  "method": "the ωB97M-V functional and the def2-TZVPD basis",
  "species": ["Pr", "O", "C", "C", "O", "C", "O", "C", "O", "C", "N", "C", "C", "N", "C", "H", "H", "H", "H", "H", "H"],
  "coordinates": [[0.638, -0.289, 0.107], [3.267, -2.445, -1.053], [2.408, -1.790, -0.763], [-1.574, -0.756, 1.052], [-2.409, -1.180, 1.690], [-0.069, 1.947, -0.598], [-0.059, 3.043, -0.887], [-0.960, -0.485, -1.669], [-1.500, -0.786, -2.653], [2.552, 1.714, 5.129], [1.615, 1.566, 4.040], [0.376, 2.212, 3.986], [-0.230, 1.827, 2.805], [0.665, 0.969, 2.201], [1.771, 0.808, 2.934], [2.838, 2.767, 5.235], [2.087, 1.395, 6.069], [3.446, 1.115, 4.947], [0.001, 2.869, 4.729], [-1.187, 2.096, 2.383], [2.636, 0.183, 2.682]],
  "homo_energy_ha": [-0.7368, -0.7369],
  "total_charge": 3,
  "relative_energy_kcal_mol": 29.6,
  "gap_ev": [6.06, 6.12],
  "multiplicity": 3
}